No. 1
{"formula": "C7H13N2", "method": "ωB97M-V/def2-TZVPD", "elements": ["C", "C", "C", "C", "C", "C", "C", "N", "N", "H", "H", "H", "H", "H", "H", "H", "H", "H", "H", "H", "H", "H"], "positions_angstrom": [[-0.973, 0.914, -1.405], [2.104, 0.305, 2.121], [1.258, 0.822, 1.216], [-0.157, 0.908, 1.483], [-0.785, 0.877, 2.795], [-0.576, -0.192, -3.364], [-0.139, -1.413, -1.335], [-0.948, 0.872, 0.387], [-0.528, -0.133, -1.932], [3.096, 0.319, 1.812], [1.930, 0.018, 3.133], [1.551, 1.147, 0.208], [-1.935, 1.102, 2.899], [-0.246, 1.368, 3.620], [-0.900, -0.265, 3.046], [0.255, 0.516, -3.719], [-0.353, -1.166, -3.788], [-1.556, 0.135, -3.611], [-0.978, -1.887, -0.802], [0.326, -2.138, -1.966], [0.648, -1.077, -0.626], [-1.909, 1.334, 0.579]], "mulliken_charge": [-0.229, -0.854, -0.323, 0.979, -1.302, -0.936, -0.785, -0.278, 0.232, 0.312, 0.323, 0.513, 0.342, 0.347, 0.335, 0.319, 0.393, 0.354, 0.295, 0.397, 0.261, 0.306], "de_lowest_kj_mol": 501.88, "e_tot_ev": -10438.9960, "charge": 1, "lumo_ev": -4.53, "multiplicity": 1}

No. 2
{"formula": "C18H23BrN6V", "method": "ωB97M-V/def2-TZVPD", "elements": ["V", "N", "C", "N", "C", "N", "C", "C", "N", "C", "C", "N", "H", "H", "H", "H", "H", "C", "C", "C", "C", "C", "C", "C", "C", "N", "C", "C", "C", "C", "H", "H", "H", "H", "H", "H", "H", "H", "H", "H", "H", "H", "H", "H", "H", "H", "H", "H", "Br"], "positions_angstrom": [[8.759, 6.841, 11.427], [12.685, 7.286, 10.835], [11.505, 6.829, 11.311], [10.545, 7.056, 10.436], [11.204, 7.664, 9.371], [12.513, 7.830, 9.609], [6.868, 7.841, 11.409], [5.450, 7.835, 11.184], [4.863, 8.342, 10.063], [5.718, 8.367, 8.962], [7.026, 8.050, 9.068], [7.615, 7.742, 10.265], [13.577, 7.357, 11.326], [11.415, 6.394, 12.324], [4.826, 7.523, 12.081], [5.272, 8.648, 8.008], [7.664, 8.039, 8.236], [10.264, 11.778, 6.791], [10.170, 10.221, 6.904], [9.342, 9.529, 5.994], [9.069, 8.164, 6.086], [8.294, 7.552, 4.978], [9.752, 7.428, 7.164], [10.556, 8.122, 8.131], [10.801, 9.509, 7.894], [7.684, 7.964, 12.556], [7.386, 8.735, 13.812], [6.019, 9.447, 13.725], [8.484, 9.856, 14.138], [7.478, 7.722, 15.031], [10.836, 12.037, 5.895], [10.714, 12.185, 7.678], [9.260, 12.161, 6.711], [8.975, 10.040, 5.106], [8.111, 8.363, 4.229], [7.272, 7.240, 5.337], [8.816, 6.696, 4.483], [9.685, 6.314, 7.227], [11.489, 10.039, 8.543], [6.030, 10.023, 12.784], [5.872, 10.115, 14.611], [5.142, 8.758, 13.715], [8.360, 10.727, 13.479], [9.488, 9.421, 14.049], [8.306, 10.221, 15.145], [6.682, 6.979, 14.917], [7.336, 8.278, 15.930], [8.418, 7.246, 14.996], [8.985, 4.786, 12.295]], "lowdin_spin": [1.849, 0.001, 0.013, 0.009, 0.003, 0.003, 0.024, 0.023, -0.001, 0.026, 0.008, 0.056, 0.000, 0.003, 0.001, 0.001, 0.000, 0.000, 0.000, 0.000, 0.000, 0.000, 0.000, 0.000, 0.000, -0.038, 0.001, -0.001, -0.001, -0.001, 0.000, 0.000, 0.000, 0.000, 0.000, 0.000, 0.000, 0.000, 0.000, 0.000, 0.000, 0.000, 0.000, 0.001, 0.000, 0.000, 0.000, 0.000, 0.018], "de_lowest_kj_mol": 176.15, "e_tot_ev": -123703.4777, "charge": 1, "lumo_ev": [-4.58, -4.26], "s_squared": 2.023, "multiplicity": 3}

No. 3
{"formula": "C21H25N5O4", "method": "ωB97M-V/def2-TZVPD", "elements": ["C", "C", "O", "C", "C", "C", "C", "C", "N", "N", "N", "C", "C", "O", "N", "C", "C", "C", "C", "C", "O", "C", "C", "C", "N", "C", "C", "O", "C", "C", "H", "H", "H", "H", "H", "H", "H", "H", "H", "H", "H", "H", "H", "H", "H", "H", "H", "H", "H", "H", "H", "H", "H", "H", "H"], "positions_angstrom": [[-0.320, 6.193, 0.293], [0.134, 4.834, -0.219], [0.799, 4.182, 0.854], [0.982, 2.839, 0.844], [1.141, 2.261, 2.103], [1.306, 0.903, 2.267], [1.305, 0.085, 1.144], [1.357, -1.350, 1.279], [1.338, -2.015, 2.454], [1.294, -3.267, 2.176], [1.296, -3.380, 0.873], [1.102, -4.608, 0.169], [-0.282, -4.559, -0.529], [-1.148, -5.370, -0.305], [-0.376, -3.531, -1.390], [-1.651, -3.019, -1.862], [-1.873, -1.647, -1.278], [-1.917, -0.514, -2.081], [-2.049, 0.741, -1.523], [-2.120, 0.897, -0.138], [-2.233, 2.175, 0.309], [-2.375, 2.394, 1.694], [-2.076, -0.234, 0.672], [-1.956, -1.486, 0.098], [1.341, -2.210, 0.261], [1.194, 0.649, -0.126], [1.049, 2.014, -0.301], [0.958, 2.622, -1.524], [1.150, 1.868, -2.703], [2.617, 1.532, -2.958], [0.539, 6.767, 0.630], [-1.003, 6.071, 1.129], [-0.823, 6.736, -0.502], [0.814, 4.957, -1.069], [-0.727, 4.237, -0.539], [1.119, 2.923, 2.955], [1.411, 0.463, 3.245], [1.888, -4.742, -0.578], [1.117, -5.422, 0.894], [0.379, -2.852, -1.378], [-1.643, -2.977, -2.955], [-2.420, -3.725, -1.537], [-1.856, -0.616, -3.156], [-2.093, 1.624, -2.141], [-1.501, 2.037, 2.247], [-2.458, 3.473, 1.813], [-3.280, 1.916, 2.081], [-2.126, -0.152, 1.745], [-1.929, -2.358, 0.737], [1.213, -0.019, -0.971], [0.534, 0.962, -2.690], [0.779, 2.524, -3.497], [3.015, 0.902, -2.167], [2.713, 1.013, -3.907], [3.204, 2.447, -2.995]], "mulliken_charge": [-1.447, 0.127, -0.513, 0.640, -0.756, -0.874, -0.336, -0.015, -0.303, -0.966, 0.870, -0.797, 0.750, -0.642, -0.141, -1.240, 0.453, -0.768, -0.448, 0.757, -0.422, -0.921, -0.389, -0.367, -0.488, -0.017, 1.002, -0.441, -0.199, -1.244, 0.339, 0.314, 0.410, 0.212, 0.201, 0.432, 0.503, 0.298, 0.370, 0.399, 0.329, 0.438, 0.331, 0.420, 0.320, 0.187, 0.436, 0.428, 0.445, 0.814, -0.028, 0.491, 0.290, 0.413, 0.342], "de_lowest_kj_mol": 412.91, "e_tot_ev": -37822.2024, "charge": 0, "lumo_ev": 0.50, "smiles": "CCOc1ccc(-c2nnn(CC(=O)NCc3ccc(OC)cc3)n2)cc1OCC", "multiplicity": 1}

No. 4
{"formula": "C32H38BBrCl2DyF2N4O2S4", "method": "ωB97M-V/def2-TZVPD", "elements": ["Dy", "C", "C", "S", "C", "C", "S", "C", "C", "S", "H", "H", "H", "H", "H", "H", "H", "H", "H", "H", "H", "H", "C", "C", "C", "C", "C", "Br", "N", "C", "H", "H", "H", "H", "H", "H", "Cl", "C", "Cl", "H", "H", "C", "O", "C", "C", "C", "C", "C", "C", "N", "C", "C", "C", "C", "C", "C", "C", "O", "H", "H", "H", "H", "H", "H", "H", "H", "H", "H", "H", "H", "H", "C", "C", "C", "C", "N", "C", "S", "N", "H", "H", "H", "H", "H", "F", "B", "F"], "positions_angstrom": [[-0.076, -1.027, 0.832], [3.018, -3.609, 2.864], [2.746, -4.109, 1.452], [2.645, -2.861, 0.142], [4.307, -2.127, 0.091], [4.585, -1.057, 1.139], [3.174, 0.083, 1.363], [3.197, 0.294, 3.164], [3.083, -0.983, 3.997], [1.906, -2.252, 3.400], [2.847, -4.438, 3.550], [4.049, -3.281, 2.988], [3.496, -4.846, 1.159], [1.762, -4.574, 1.409], [5.037, -2.932, 0.168], [4.368, -1.699, -0.910], [4.798, -1.495, 2.110], [5.446, -0.459, 0.841], [4.112, 0.824, 3.431], [2.349, 0.956, 3.342], [4.045, -1.476, 4.120], [2.731, -0.701, 4.989], [2.987, 2.297, -3.377], [2.281, 1.017, -3.033], [1.917, 0.085, -3.999], [1.216, -1.053, -3.632], [0.914, -1.217, -2.295], [-0.153, -2.667, -1.627], [1.272, -0.360, -1.345], [1.937, 0.735, -1.717], [3.474, 2.238, -4.348], [3.733, 2.548, -2.623], [2.266, 3.118, -3.411], [2.163, 0.259, -5.040], [0.899, -1.792, -4.353], [2.184, 1.430, -0.922], [-0.262, 1.720, 2.240], [-0.321, 0.029, 2.972], [-2.769, -1.041, 0.991], [0.368, 0.094, 3.814], [-1.316, -0.029, 3.420], [2.680, 4.936, -0.308], [1.342, 4.503, -0.512], [0.372, 5.348, -0.094], [0.616, 6.618, 0.413], [-0.433, 7.459, 0.745], [-1.743, 7.043, 0.580], [-1.997, 5.777, 0.087], [-0.954, 4.920, -0.248], [-1.213, 3.618, -0.743], [-2.304, 3.295, -1.371], [-2.757, 2.023, -1.776], [-3.928, 2.022, -2.557], [-4.506, 0.871, -3.035], [-3.925, -0.345, -2.714], [-2.818, -0.418, -1.871], [-2.134, 0.762, -1.425], [-1.088, 0.641, -0.718], [2.878, 5.106, 0.753], [2.888, 5.851, -0.869], [3.321, 4.138, -0.664], [1.628, 6.970, 0.546], [-0.218, 8.444, 1.135], [-2.564, 7.691, 0.854], [-3.023, 5.444, 0.001], [-0.529, 2.883, -0.550], [-2.949, 4.126, -1.635], [-4.383, 2.975, -2.804], [-5.389, 0.913, -3.655], [-4.364, -1.266, -3.076], [-2.300, -1.364, -1.778], [-4.571, -6.669, 2.070], [-3.589, -5.974, 1.181], [-3.598, -6.166, -0.204], [-2.708, -5.412, -0.930], [-1.849, -4.572, -0.351], [-1.845, -4.489, 0.983], [-0.660, -3.547, 1.841], [-2.716, -5.155, 1.752], [-4.648, -7.725, 1.812], [-5.559, -6.223, 1.944], [-4.267, -6.560, 3.107], [-4.275, -6.862, -0.677], [-2.652, -5.462, -2.013], [-4.752, 0.507, 0.097], [-4.100, -0.638, -0.128], [-4.831, -1.676, -0.552]], "lowdin_spin": [5.049, 0.000, 0.000, -0.004, -0.001, -0.001, -0.004, 0.000, 0.000, -0.003, 0.000, 0.000, 0.000, 0.000, 0.000, 0.000, 0.000, 0.000, 0.000, 0.000, 0.000, 0.000, 0.000, 0.000, 0.000, 0.000, 0.000, -0.013, -0.009, 0.000, 0.000, 0.000, 0.000, 0.000, 0.000, 0.000, -0.005, 0.015, -0.010, 0.001, 0.002, 0.000, 0.000, 0.000, 0.000, 0.000, 0.000, 0.000, 0.000, 0.000, 0.000, 0.000, 0.000, 0.000, 0.000, 0.000, 0.000, -0.010, 0.000, 0.000, 0.000, 0.000, 0.000, 0.000, 0.000, 0.000, 0.000, 0.000, 0.000, 0.000, 0.000, 0.000, 0.000, -0.001, 0.000, -0.001, 0.000, -0.003, -0.001, 0.000, 0.000, 0.000, 0.000, 0.000, 0.000, -0.001, 0.000], "e_tot_ev": -212480.2572, "charge": 1, "lumo_ev": [-3.50, -3.50], "s_squared": 9.343, "multiplicity": 6}

No. 5
{"formula": "C5H3FNO3", "method": "ωB97M-V/def2-TZVPD", "elements": ["C", "C", "N", "C", "C", "O", "O", "C", "F", "O", "H", "H", "H"], "positions_angstrom": [[2.335, 0.152, -0.286], [0.959, -0.191, 0.089], [0.080, 0.769, 0.231], [-1.140, 0.262, 0.404], [-2.416, 0.966, -0.001], [-3.248, 1.142, 0.873], [-2.433, 0.982, -1.222], [-0.828, -1.249, 0.497], [-1.721, -2.220, 0.454], [0.504, -1.429, 0.294], [3.120, 0.131, 0.462], [2.636, -0.488, -1.151], [2.151, 1.173, -0.642]], "mulliken_charge": [-0.907, 0.630, -0.541, 0.408, 0.370, -0.686, -0.660, 0.258, -0.275, -0.372, 0.244, 0.240, 0.289], "de_lowest_kj_mol": 0.00, "e_tot_ev": -15583.2658, "charge": -1, "lumo_ev": 3.55, "smiles": "Cc1nc(C(=O)[O-])c(F)o1", "multiplicity": 1}

> Number 5 is which compound?

C5H3FNO3